<P>
Density functional theory data (ωB97M-V with the def2-TZVPD basis set) for 2 unconnected molecules or ions with the total composition CH2N2O2S.

molecular weight: 106.1 g/mol
orbital gap: 7.95 eV
LUMO: -0.06753 Eh
HOMO: -9.78 eV

Last columns: bonded neighbours and bond lengths (Å).
Element x y z (Å)
1 C 1.521 -0.477 0.355  S6 1.543, H7 1.057
2 N -0.268 0.452 -0.006  N3 1.307, H8 1.082
3 N -1.465 -0.024 -0.229  N2 1.307, O4 1.194, O5 1.184
4 O -1.639 -1.146 0.142  N3 1.194
5 O -2.317 0.714 -0.587  N3 1.184
6 S 2.727 -0.064 -0.513  C1 1.543
7 H 1.418 -0.817 1.351  C1 1.057
8 H 0.022 1.363 -0.513  N2 1.082

Atomic charges from the natural (NBO) analysis, expressed in e, are listed below: -0.120, -0.535, 0.616, -0.446, -0.415, 0.302, 0.218, 0.379

<Q>
Density functional theory data (ωB97M-V with the def2-TZVPD basis set) for 2 unconnected molecules or ions with the total composition CH2N2O2S.

molecular weight: 106.1 g/mol
SMILES: N=C=S.O=NO
orbital gap: 8.90 eV
LUMO: -0.02228 Eh
HOMO: -9.50 eV

Last columns: bonded neighbours and bond lengths (Å).
Element x y z (Å)
1 C 1.648 -0.335 -0.115  N2 1.193, S6 1.525
2 N 1.629 -1.376 -0.697  C1 1.193, H8 0.981
3 N -0.825 -0.024 -0.405  O4 1.388, O5 1.201
4 O -0.902 1.323 -0.726  N3 1.388, H7 0.941
5 O -1.262 -0.355 0.663  N3 1.201
6 S 2.044 1.082 0.285  C1 1.525
7 H -1.061 1.440 -1.646  O4 0.941
8 H 0.823 -1.786 -1.078  N2 0.981

Atomic charges from the natural (NBO) analysis, expressed in e, are listed below: 0.173, -0.655, 0.327, -0.557, -0.251, 0.066, 0.488, 0.409

Need the numbers? Relative energies in kJ/mol: <P> 271.9; <Q> 0.0.